69
Properties=species:S:1:pos:R:3:forces:R:3 method="wB97M-V/def2-TZVPD" energy_ha=-3758.719964 de_lowest_kcal_mol=0.0 total_charge=+2 spin_multiplicity=2 homo_lumo_gap_ev="7.6 / 7.4" s2=0.76 molar_mass_g_mol=608.49
Tc 1.82980 -2.59265 1.40344 0.01 -0.17 0.00
C -5.07147 -0.98834 -1.71914 -0.01 0.00 -0.01
C -3.90708 -1.38909 -2.60737 0.03 -0.01 -0.01
N -2.61028 -1.29758 -1.90428 0.00 0.03 0.02
C -2.08316 -2.41274 -1.39098 0.09 0.22 -0.01
C -0.90747 -2.45987 -0.67818 0.09 0.16 -0.05
C -0.48248 -3.82585 -0.20234 -0.13 0.06 0.14
O -1.08991 -4.79805 -0.57202 0.05 0.01 0.00
O 0.53078 -3.85825 0.63031 0.07 0.07 -0.13
C -0.17261 -1.26928 -0.48951 0.04 -0.22 0.08
O 0.95979 -1.20162 0.10166 -0.18 0.16 -0.11
C -0.74561 -0.05103 -1.03154 -0.11 -0.08 -0.07
C -0.09145 1.17731 -0.86013 -0.02 0.06 -0.02
C -0.64342 2.31459 -1.36440 0.07 -0.09 0.02
F -0.03506 3.49703 -1.13894 0.01 0.11 -0.02
C -1.84798 2.31711 -2.09323 -0.11 -0.15 -0.13
C -2.49520 1.10545 -2.26051 0.03 0.15 0.01
C -1.96653 -0.07812 -1.72622 0.01 -0.22 0.04
N -2.38203 3.49732 -2.62446 0.07 0.05 0.23
C -1.58125 4.51821 -3.26210 -0.01 -0.04 -0.04
C -1.62721 5.82750 -2.49157 -0.04 0.02 0.02
N -3.07422 6.22864 -2.31924 0.01 -0.04 -0.01
C -3.89264 5.14940 -1.65394 0.03 0.04 -0.01
C -3.76823 3.86104 -2.45925 -0.02 -0.03 -0.08
H -6.00249 -1.07132 -2.27799 -0.01 0.00 0.00
H -4.97615 0.03653 -1.36022 0.00 0.01 0.00
H -5.13801 -1.64517 -0.85249 0.00 -0.01 0.00
H -3.84810 -0.78706 -3.51358 0.00 -0.03 0.02
H -4.00734 -2.42335 -2.92925 -0.01 0.01 0.00
H -2.61963 -3.33760 -1.56051 0.00 -0.02 0.01
H 0.83204 1.22029 -0.30104 0.01 0.00 0.01
H -3.40649 1.08732 -2.83901 0.00 0.00 0.00
H -1.95939 4.68649 -4.28047 0.02 0.00 0.00
H -0.54835 4.19927 -3.35983 0.02 0.00 0.01
H -1.12464 6.63690 -3.01807 0.01 -0.01 0.00
H -1.21122 5.71805 -1.49190 0.01 -0.01 -0.01
H -3.47571 6.43649 -3.23735 0.00 0.00 -0.01
H -3.13414 7.09234 -1.77884 0.00 0.02 0.02
H -4.92038 5.50407 -1.59654 0.00 -0.01 0.00
H -3.48734 5.03028 -0.65015 -0.01 -0.01 0.00
H -4.25496 3.99278 -3.43534 -0.02 0.00 0.01
H -4.30909 3.07856 -1.93129 0.01 0.00 0.01
C 5.27714 -3.04156 0.18911 0.06 0.02 0.00
As 4.04427 -1.65622 0.71907 -0.10 -0.08 0.04
C 3.95078 -0.51338 -0.83518 -0.01 0.01 -0.02
C 5.06423 -0.61068 1.97738 0.02 0.01 0.03
H 6.21252 -2.59889 -0.15357 -0.02 -0.03 0.01
H 4.83333 -3.63279 -0.60983 0.01 0.00 0.00
H 5.46668 -3.69034 1.04258 0.01 0.00 -0.01
H 4.95780 -0.21745 -1.12532 -0.01 0.00 -0.01
H 3.35989 0.36886 -0.59685 0.01 -0.01 -0.01
H 3.47618 -1.05039 -1.65417 0.00 0.01 0.00
H 5.96018 -0.23779 1.48269 0.00 0.01 0.02
H 5.34696 -1.24379 2.81635 0.00 0.03 -0.04
H 4.46626 0.22354 2.33951 0.01 -0.01 0.00
C 3.74195 -2.65014 4.87256 -0.03 0.02 0.05
C 2.29262 -2.89574 4.45258 0.08 0.11 -0.09
C 1.36630 -1.81699 5.00847 0.02 0.02 -0.01
C 1.83004 -4.29132 4.86145 0.00 -0.04 -0.02
N 2.24240 -2.83137 2.99375 -0.02 -0.06 0.12
H 3.82040 -2.76890 5.95331 0.01 0.00 -0.01
H 4.05788 -1.63793 4.61775 -0.03 -0.02 0.02
H 4.41335 -3.36866 4.40269 0.00 -0.02 -0.01
H 1.38975 -1.84873 6.09749 0.00 0.00 0.00
H 0.33961 -1.98341 4.68284 -0.01 -0.01 0.00
H 1.68659 -0.82625 4.68408 0.00 0.00 0.00
H 1.85027 -4.37190 5.94794 0.00 -0.01 0.01
H 2.48576 -5.05431 4.44348 0.00 -0.01 0.00
H 0.81323 -4.47951 4.51760 0.00 0.00 0.00